ORCA calculation (ωB97M-V with the def2-TZVPD basis set) on 2 unconnected molecules or ions with the total composition C3H8NO2 at a distorted geometry.

Output
orbital gap: 9.76 eV
strongest force on any atom: 0.0665 hartree/bohr
HOMO energy: -0.5432 hartree

ORCA input file:
```
! wB97M-V def2-TZVPD RIJCOSX def2/J DEFGRID3
* xyz 1 1
O 1.9008 -0.8172 0.1072
C 2.1946 -0.7391 1.3108
O 2.3876 0.4425 2.0007
H 2.6040 -1.6643 1.7070
H 2.9283 0.3632 2.8144
C -2.1752 -0.1779 -1.5804
C -0.5646 0.9944 -0.0284
N -0.8499 0.0685 -0.8451
H -2.7175 0.7942 -1.5560
H -2.7905 -1.0082 -0.9856
H -1.8208 -0.4734 -2.5663
H -1.4044 1.4673 0.5618
H 0.4522 1.3593 0.1444
H -0.1446 -0.6093 -1.0843
*
```